ORCA calculation (ωB97M-V/def2-TZVPD) on a molecular structure, C45H99BeCl4N6O21 in a non-equilibrium geometry.

The geometry in XYZ format:
```
176
Properties=species:S:1:pos:R:3:forces:R:3
Be -27.072259 -9.793171 -4.256218 -0.1 -0.6 0.0
N -23.004472 -13.091562 -2.993489 0.5 -0.9 0.7
H -23.848261 -12.769690 -2.541258 -0.8 1.6 0.5
H -22.779033 -12.646390 -3.871618 -0.8 0.1 -0.9
H -23.196425 -14.082677 -3.024367 0.1 -0.5 -1.0
H -22.188762 -13.005366 -2.404191 0.0 0.4 0.6
Cl -27.485638 -13.267137 -3.174932 -1.8 1.3 0.0
O -28.605455 -12.409450 -3.284847 -2.1 1.5 0.6
O -27.206853 -13.650657 -1.863760 0.8 -0.2 2.0
O -27.718859 -14.386436 -3.953487 0.1 -3.1 -2.2
O -26.430324 -12.481131 -3.742230 3.2 1.9 -1.1
Cl -23.934216 -8.966155 -4.827374 -4.5 -0.8 1.8
O -24.712336 -8.069731 -3.968466 -0.8 0.9 -0.9
O -23.971170 -10.170225 -4.086796 0.5 -2.9 0.5
O -24.641047 -9.182256 -6.077056 0.1 0.4 -0.2
O -22.648246 -8.519575 -4.968832 3.7 1.6 -1.2
Cl -25.587848 -10.692430 -0.423083 -3.2 -4.0 3.4
O -26.535149 -11.225351 0.657802 2.0 2.0 -2.3
O -24.654770 -9.800524 0.089724 1.6 2.2 1.3
O -24.910792 -11.840667 -0.914277 1.3 -1.4 -1.3
O -26.335425 -10.083709 -1.456672 -1.6 1.3 -2.1
Cl -28.999980 -11.051461 -7.034808 1.7 4.4 2.3
O -29.405085 -10.341867 -8.198874 -0.3 -0.8 -1.0
O -27.542903 -10.922170 -6.875970 0.8 -1.3 -0.5
O -29.417954 -10.210715 -5.887409 -0.9 -0.5 0.8
O -29.483663 -12.367214 -6.946269 -0.2 -1.1 -0.3
C -33.471529 -15.655477 -4.689975 -2.1 -0.4 0.5
C -33.471248 -14.459683 -5.633525 3.6 -0.5 -2.2
C -34.804419 -13.965697 -6.198947 -1.3 2.1 1.4
C -35.556188 -12.959767 -5.212870 1.2 -0.6 0.0
C -34.651121 -11.824924 -4.643625 1.0 -1.0 -1.8
C -33.220886 -12.347840 -4.125562 -0.5 0.4 -3.0
N -32.620451 -13.368507 -5.141856 -3.2 3.4 0.8
O -31.261371 -13.571969 -4.910503 -0.7 -1.0 0.2
C -32.229274 -11.159254 -4.150702 -0.3 0.8 0.0
C -33.501930 -12.931843 -2.804560 0.3 0.2 1.5
C -32.652842 -14.829447 -6.977060 0.0 -1.4 0.8
H -32.604850 -16.316218 -4.669834 0.0 0.3 -0.3
H -34.390818 -16.201111 -4.902790 0.2 -0.9 -0.6
H -33.750500 -15.417576 -3.663489 0.7 0.6 0.2
H -34.696389 -13.478930 -7.168216 0.6 0.2 0.1
H -35.569660 -14.708960 -6.422700 0.5 -0.7 0.3
H -35.923636 -13.616555 -4.424395 -0.2 0.2 0.3
H -36.415653 -12.529079 -5.726623 -0.1 0.0 0.0
H -35.164366 -11.174123 -3.935719 0.1 -0.4 0.5
H -34.478403 -11.158727 -5.488884 0.3 0.1 -0.2
H -31.893846 -10.822820 -5.131722 0.5 -1.4 -0.6
H -32.679185 -10.174449 -4.024835 -0.9 0.0 1.4
H -31.367957 -11.234803 -3.486991 -0.1 -0.3 -0.1
H -34.395576 -13.554841 -2.767499 0.4 -0.6 -0.4
H -32.576141 -13.389953 -2.456483 -0.3 -0.4 0.5
H -33.824508 -12.133942 -2.135681 0.5 0.3 0.3
H -33.192859 -15.532007 -7.611800 -0.6 0.3 -0.2
H -31.764984 -15.429018 -6.776295 0.2 0.2 0.6
H -32.284753 -13.970675 -7.538420 -0.6 0.2 0.1
H -30.879445 -13.133917 -5.674607 0.6 0.1 0.0
C -26.277481 -3.788973 -10.314143 0.3 -1.0 -0.4
C -24.897868 -4.375840 -9.866955 -2.1 1.1 -0.7
C -24.867095 -4.101388 -8.368900 2.0 0.1 1.2
C -23.821132 -4.992726 -7.578119 -1.4 1.1 -1.0
C -24.092604 -6.409428 -7.817476 -0.1 -0.9 -0.9
C -24.062963 -6.738420 -9.409286 -1.4 -2.0 2.1
N -24.928756 -5.812613 -10.161116 0.3 0.2 3.3
O -25.010626 -6.170581 -11.484246 -0.1 0.2 -1.1
C -22.684966 -6.855746 -9.979681 1.2 0.6 -1.0
C -24.682434 -8.179577 -9.477156 0.3 0.3 0.1
C -23.819642 -3.541200 -10.544024 1.3 -1.0 0.1
H -27.065136 -4.402575 -9.876877 -0.1 0.1 0.2
H -26.376095 -3.916059 -11.392207 0.0 0.4 -0.1
H -26.407587 -2.750410 -10.009922 0.1 0.0 -0.1
H -24.507495 -3.082067 -8.228297 0.2 0.3 -0.4
H -25.850028 -3.975006 -7.915051 -0.2 -1.1 0.1
H -23.932690 -4.851902 -6.503031 0.7 0.6 0.0
H -22.825067 -4.914192 -8.013768 0.3 1.2 0.5
H -24.974559 -6.644102 -7.221490 -0.6 -0.6 -1.1
H -23.341863 -6.942644 -7.234242 0.4 -0.6 -0.7
H -22.676042 -7.236565 -11.000953 -0.6 -0.4 -0.1
H -22.250833 -5.877260 -10.185103 0.4 0.2 0.7
H -22.003728 -7.510422 -9.436169 -0.1 0.3 0.3
H -24.029511 -8.914712 -9.006673 0.3 0.3 0.1
H -25.596999 -8.259461 -8.889538 -0.3 0.2 -0.4
H -24.773051 -8.520663 -10.508448 -0.4 0.1 -0.1
H -23.956327 -2.465377 -10.434348 -0.2 -0.1 -0.1
H -23.614207 -3.832042 -11.574226 -0.5 0.2 -0.2
H -22.896944 -3.823545 -10.037060 0.4 0.4 0.1
H -25.861034 -6.615803 -11.470563 -0.1 -0.2 -0.6
C -25.031488 -5.941501 0.309374 0.1 -0.2 -1.3
C -26.435517 -5.838904 0.852284 -0.3 -0.3 1.4
C -26.271884 -6.279358 2.367404 -1.7 -1.7 -0.3
C -25.766017 -5.314765 3.349372 -0.4 2.7 -1.5
C -26.749065 -4.104384 3.229084 -0.3 -0.2 0.9
C -26.941745 -3.433994 1.838459 -0.1 -0.1 -0.5
N -27.030297 -4.486394 0.771679 -0.8 0.0 1.8
O -26.975707 -3.882021 -0.488572 0.7 -0.1 -0.5
C -28.308299 -2.623405 1.765018 0.4 0.0 0.6
C -25.773077 -2.460097 1.651693 0.0 0.2 -0.2
C -27.478256 -6.901182 0.266911 2.0 1.0 0.0
H -24.395338 -5.078070 0.504050 -0.1 0.0 0.6
H -25.023982 -5.985878 -0.779698 0.0 -0.3 -0.1
H -24.621127 -6.861585 0.725495 0.4 0.1 -0.4
H -27.267325 -6.611177 2.662533 -0.4 0.2 0.3
H -25.728505 -7.213806 2.507532 0.3 -0.1 -1.0
H -24.829882 -4.932155 2.942739 0.5 0.0 0.4
H -25.582533 -5.681466 4.359302 -0.4 0.0 -0.1
H -26.423464 -3.374946 3.970702 -0.1 0.5 -0.2
H -27.757210 -4.377212 3.541038 0.0 -0.5 0.2
H -29.058168 -3.069986 1.112059 0.3 -0.2 -0.1
H -28.793528 -2.533679 2.736928 0.1 -0.3 0.3
H -28.197330 -1.577580 1.478584 0.4 0.0 -0.4
H -25.819829 -1.884618 0.727169 0.0 -0.4 -0.3
H -25.789924 -1.679844 2.412635 -0.1 -0.2 0.4
H -24.833462 -3.007013 1.729826 0.1 0.2 -0.1
H -27.435507 -6.940446 -0.821548 -0.1 0.2 -0.1
H -28.478308 -6.638653 0.611967 0.1 -0.3 0.1
H -27.097438 -7.869777 0.590765 -0.5 -0.2 0.1
H -27.841235 -4.007777 -0.884359 -0.3 -0.1 0.1
C -30.046523 -6.103984 -2.422295 0.4 -0.2 -0.5
C -29.942353 -7.372330 -3.336384 0.1 0.2 -0.7
C -31.087968 -7.440966 -4.377381 -0.1 -0.7 0.6
C -31.051656 -6.462382 -5.562196 0.3 1.0 1.2
C -29.673900 -6.470285 -6.184915 0.2 -1.4 0.4
C -28.464598 -6.346998 -5.253078 -0.9 -0.9 0.1
N -28.644090 -7.358327 -4.117390 -0.5 -0.7 -2.0
O -27.525669 -7.214856 -3.349751 1.2 -0.5 1.6
C -27.304671 -6.729345 -6.140127 1.7 -0.3 0.1
C -28.259121 -4.933552 -4.776038 -0.1 2.4 0.4
C -29.998267 -8.695339 -2.491667 1.0 1.0 -0.3
H -30.022020 -5.130032 -2.911087 -0.3 -0.2 -0.7
H -30.977994 -6.109411 -1.856235 0.3 -0.3 0.3
H -29.148306 -6.032479 -1.808935 -0.3 -0.4 0.6
H -31.188493 -8.478698 -4.695357 0.5 0.0 -0.5
H -31.928881 -7.374935 -3.687018 -0.7 0.6 -0.5
H -31.780181 -6.665751 -6.347041 -0.2 -0.1 0.3
H -31.244173 -5.473301 -5.146553 -0.3 0.3 -0.1
H -29.488234 -5.796030 -7.020990 -0.4 0.0 -0.1
H -29.590727 -7.511508 -6.496402 0.2 0.0 -0.8
H -27.113547 -5.966750 -6.895124 -0.9 -0.2 -0.6
H -27.379735 -7.735990 -6.551396 -0.4 0.1 -0.4
H -26.289189 -6.699375 -5.745155 -0.2 -0.2 1.3
H -27.979498 -4.639482 -3.764392 0.1 -0.9 0.5
H -29.140427 -4.305849 -4.907930 -0.3 -0.2 -0.2
H -27.482038 -4.377780 -5.300784 0.1 -0.4 -0.6
H -29.181730 -8.634399 -1.772179 -0.1 -0.2 0.3
H -30.933671 -8.879389 -1.963247 -0.1 0.4 -0.1
H -29.829309 -9.571505 -3.117673 0.0 0.0 -0.3
H -27.448385 -6.272947 -3.181089 0.5 0.5 0.5
C -21.894691 -11.982067 -7.407595 1.8 -0.6 0.9
C -22.945844 -12.905502 -7.949014 -1.3 0.2 -1.9
C -22.354313 -13.977786 -8.962332 0.0 -0.4 0.1
C -23.354992 -15.043223 -9.481094 0.4 1.4 0.7
C -23.938981 -15.803144 -8.305252 -1.0 0.5 0.5
C -24.485100 -14.846787 -7.158426 1.6 -1.8 1.2
N -23.506550 -13.693626 -6.863724 -0.6 -2.1 -0.8
O -24.078574 -12.933610 -5.864211 0.3 0.6 0.7
C -25.916595 -14.488012 -7.440750 0.0 1.2 -0.1
C -24.436925 -15.751067 -5.829111 -1.3 0.9 -0.4
C -23.931770 -11.958669 -8.735078 -0.7 -0.3 -1.3
H -21.161812 -12.675804 -6.995614 0.7 0.2 0.0
H -22.102254 -11.315506 -6.570508 -1.0 -0.1 -0.1
H -21.416637 -11.336936 -8.144732 -0.1 -0.3 -0.3
H -21.888545 -13.448071 -9.793330 0.0 0.1 0.0
H -21.623184 -14.659386 -8.527638 0.6 0.8 0.7
H -22.909018 -15.728600 -10.201825 0.2 0.2 0.0
H -24.115718 -14.462716 -10.003019 -0.5 -0.4 -0.1
H -23.409371 -16.605457 -7.791529 1.3 0.4 -0.4
H -24.721671 -16.415822 -8.752611 -0.8 0.3 0.4
H -25.956557 -13.905580 -8.361222 -0.3 -0.2 -0.3
H -26.530092 -15.382988 -7.544341 0.0 0.1 0.1
H -26.313433 -13.837814 -6.661098 -0.3 -0.2 0.1
H -23.462068 -15.816367 -5.345910 0.2 -0.5 -0.7
H -25.099528 -15.459865 -5.014087 -0.2 1.1 -0.1
H -24.975795 -16.670046 -6.059803 0.9 -0.6 -0.3
H -24.062872 -12.193094 -9.791465 0.3 -1.0 -0.3
H -23.602258 -10.938023 -8.929512 0.2 0.1 1.1
H -24.987064 -11.953095 -8.462239 0.1 0.2 0.8
H -24.778835 -12.422175 -6.276134 -0.6 0.5 0.1
```
Forces are in eV/Å.

Its total charge is -1. As for the HOMO energy: -5.479 eV. The value obtained for the molar mass is 1211.13 g/mol.